Record 1
A 4-piece molecular cluster, C24H44O10 overall, computed with ωB97M-V/def2-TZVPD.

The value obtained for the total energy is -1693.1317 Ha. The value obtained for the HOMO energy is -8.91 eV. The value obtained for the HOMO-LUMO gap is 0.27897 Eh. For the LUMO energy, the calculation gives -1.3 eV. Its SMILES is CCC1=C(CCCC(=O)O)C(=O)C=CC1=O.COCCOC.COCCOC.COCCOC.

Last column: Mulliken charge in e.
Element x y z (Å)
C 3.568 -3.150 1.954  -1.50
C 2.510 -2.051 2.086  -0.13
C 2.149 -1.224 0.866  0.82
C 1.336 -0.157 0.950  0.54
C 0.619 0.279 2.198  -1.04
C -0.882 -0.064 2.192  0.22
C -1.202 -1.511 1.813  -0.89
C -1.550 -1.738 0.366  0.50
O -1.665 -0.899 -0.482  -0.47
O -1.765 -3.060 0.116  -0.51
C 1.076 0.709 -0.246  0.38
O 0.217 1.563 -0.223  -0.50
C 1.920 0.517 -1.450  -0.74
C 2.676 -0.565 -1.552  -0.66
C 2.665 -1.600 -0.487  0.12
O 3.021 -2.729 -0.750  -0.50
H 4.358 -2.885 1.255  0.35
H 4.026 -3.311 2.931  0.43
H 3.131 -4.093 1.633  0.27
H 2.869 -1.335 2.831  0.45
H 1.599 -2.475 2.514  0.06
H 1.091 -0.120 3.095  0.42
H 0.700 1.368 2.244  0.20
H -1.426 0.621 1.544  -0.21
H -1.257 0.101 3.204  0.53
H -2.043 -1.887 2.403  0.53
H -0.371 -2.184 2.034  0.04
H -1.464 -3.253 -0.781  0.37
H 1.857 1.275 -2.220  0.47
H 3.289 -0.766 -2.422  0.45
C -4.135 5.144 -0.778  -0.48
O -5.182 4.195 -0.827  -0.38
C -5.489 3.749 -2.138  -0.54
C -4.868 2.403 -2.444  -0.45
O -3.457 2.465 -2.473  -0.40
C -2.845 1.995 -1.278  -0.88
H -3.866 5.276 0.269  0.03
H -3.256 4.804 -1.333  0.30
H -4.461 6.109 -1.181  0.36
H -5.155 4.485 -2.878  0.31
H -6.577 3.666 -2.209  0.38
H -5.209 2.076 -3.432  0.43
H -5.207 1.664 -1.709  0.29
H -2.919 0.909 -1.195  0.42
H -3.307 2.456 -0.401  0.33
H -1.794 2.269 -1.316  0.32
C 5.763 -4.801 -5.113  -0.72
O 5.619 -4.851 -3.708  -0.41
C 4.362 -4.376 -3.246  -0.19
C 3.415 -5.506 -2.913  -0.43
O 3.054 -6.260 -4.060  -0.38
C 3.762 -7.477 -4.186  -0.72
H 6.669 -5.351 -5.366  0.25
H 4.912 -5.259 -5.623  0.31
H 5.871 -3.767 -5.460  0.32
H 3.905 -3.720 -3.995  0.26
H 4.536 -3.791 -2.342  0.22
H 2.500 -5.082 -2.492  0.30
H 3.866 -6.156 -2.155  0.31
H 3.428 -8.205 -3.438  0.32
H 4.840 -7.330 -4.080  0.32
H 3.552 -7.873 -5.178  0.25
C -1.632 3.567 2.104  -0.60
O -1.961 3.025 3.373  -0.37
C -1.154 3.528 4.422  -0.45
C -1.867 4.599 5.219  -0.71
O -2.118 5.757 4.443  -0.39
C -3.444 5.842 3.956  -0.63
H -2.419 3.281 1.410  -0.05
H -1.564 4.658 2.139  0.50
H -0.684 3.159 1.739  0.31
H -0.213 3.925 4.026  0.36
H -0.915 2.692 5.089  0.40
H -1.235 4.895 6.061  0.41
H -2.803 4.197 5.621  0.34
H -4.144 6.073 4.767  0.33
H -3.756 4.915 3.468  0.25
H -3.470 6.653 3.231  0.24

=====

Record 2
An isolated molecule of C22H22ClN5O4S2, computed with ωB97M-V/def2-TZVPD.

The calculation puts the energy relative to the best compared isomer or geometry (same formula, charge and spin) at 0.0 kcal/mol. The value obtained for the total energy is -2682.9387 Ha. The value obtained for the HOMO energy is -8.48 eV. The value obtained for the HOMO-LUMO gap is 0.29584 Eh. For the LUMO energy, the calculation gives -0.4 eV. Its SMILES is NC(=O)c1nsc(C(=O)N(c2ccc(Cl)cc2)[C@H](C(=O)NC[C@@H]2CCCO2)c2cccs2)c1N.

Last column: Mulliken charge in e.
Element x y z (Å)
N 4.007 3.192 -3.049  -0.34
C 3.260 3.270 -1.933  0.40
O 3.080 4.305 -1.311  -0.71
C 2.660 1.986 -1.517  0.27
N 2.810 0.892 -2.231  -0.71
S 2.033 -0.376 -1.596  0.17
C 1.397 0.523 -0.248  0.08
C 1.834 1.849 -0.355  -0.38
N 1.582 2.846 0.499  -0.27
H 0.866 2.707 1.197  0.22
H 1.910 3.765 0.233  0.26
C 0.388 0.088 0.698  0.96
O -0.283 0.928 1.303  -0.91
N 0.147 -1.244 0.839  0.78
C 1.021 -2.249 0.376  -1.08
C 2.362 -2.233 0.755  0.72
C 3.217 -3.231 0.330  -1.00
C 2.726 -4.255 -0.466  0.36
C 1.390 -4.292 -0.832  -1.14
C 0.536 -3.290 -0.410  -0.05
H -0.507 -3.315 -0.687  0.45
H 1.019 -5.099 -1.445  0.44
Cl 3.793 -5.502 -0.998  -0.22
H 4.255 -3.221 0.621  0.43
H 2.730 -1.434 1.382  0.45
C -1.063 -1.686 1.544  0.63
C -1.178 -1.051 2.895  -0.38
C -0.191 -0.969 3.830  -0.41
C -0.620 -0.368 5.033  -0.75
C -1.931 -0.021 5.001  -0.43
S -2.666 -0.408 3.496  -0.06
H -2.518 0.445 5.766  0.48
H 0.021 -0.208 5.881  0.43
H 0.813 -1.320 3.663  0.50
H -0.959 -2.771 1.675  0.73
C -2.278 -1.489 0.612  -0.08
O -2.744 -2.438 0.011  -0.73
N -2.716 -0.230 0.499  0.09
C -3.792 0.124 -0.393  -1.14
H -4.195 -0.807 -0.799  0.50
H -4.568 0.648 0.170  0.37
C -3.337 1.037 -1.546  -0.10
C -2.112 0.509 -2.311  0.12
H -2.397 -0.009 -3.223  0.48
C -1.299 1.775 -2.570  -0.60
H -0.231 1.589 -2.667  0.17
C -1.642 2.608 -1.337  0.10
H -1.548 3.684 -1.496  0.36
O -3.002 2.330 -1.058  -0.53
H -1.019 2.318 -0.483  -0.06
H -1.654 2.277 -3.471  0.36
H -1.548 -0.183 -1.684  -0.40
H -4.197 1.161 -2.219  0.39
H -2.214 0.521 0.959  0.29
H 4.104 2.308 -3.519  0.24
H 4.448 4.018 -3.415  0.24

=====

Record 3
C36H37CrO3P2S2 as an isolated structure, computed with ωB97M-V/def2-TZVPD.

The calculation puts the energy relative to the best compared isomer or geometry (same formula, charge and spin) at 9.3 kcal/mol. The value obtained for the total energy is -4143.1546 Ha. Its multiplicity is 5. The expectation value of S² is 6.028. The value obtained for the HOMO energy (spin up / spin down) is -10.13 / -10.32 eV. The value obtained for the HOMO-LUMO gap (spin up / spin down) is 0.25453 / 0.25664 Eh. For the LUMO energy (spin up / spin down), the calculation gives -3.2 / -3.3 eV. Its charge is +1.

Last column: Mulliken charge in e.
Element x y z (Å)
Cr 1.830 0.512 1.315  0.45
C -1.360 -0.742 -0.155  -1.16
P 0.461 -0.701 -0.401  0.35
C 0.952 -2.442 -0.569  0.93
C 1.138 -3.138 0.626  -1.15
C 1.444 -4.489 0.617  -0.64
C 1.586 -5.155 -0.592  -0.67
C 1.404 -4.470 -1.784  -0.85
C 1.079 -3.121 -1.776  -0.24
C 0.775 0.142 -1.980  1.57
C 1.906 -0.160 -2.738  -0.51
C 2.218 0.590 -3.862  -0.90
C 1.415 1.657 -4.236  -0.72
C 0.301 1.979 -3.474  -0.78
C -0.014 1.230 -2.352  -0.90
P -2.318 -2.112 -0.989  0.03
C -4.023 -1.530 -0.642  0.52
C -4.369 -0.791 0.486  -0.20
C -5.694 -0.459 0.738  -0.57
C -6.693 -0.867 -0.130  -0.53
C -6.362 -1.615 -1.252  -0.62
C -5.041 -1.946 -1.503  -0.60
C -2.181 -1.616 -2.748  0.42
C -1.719 -2.559 -3.661  -0.52
C -1.584 -2.235 -5.006  -0.58
C -1.912 -0.962 -5.445  -0.56
C -2.388 -0.018 -4.543  -0.74
C -2.524 -0.345 -3.206  -0.11
H -1.768 0.243 -0.399  0.80
H -1.489 -0.866 0.924  0.56
H 1.029 -2.617 1.571  0.30
H 1.572 -5.023 1.550  0.45
H 1.833 -6.208 -0.605  0.40
H 1.507 -4.988 -2.728  0.47
H 0.909 -2.607 -2.712  0.70
H 2.560 -0.970 -2.447  0.55
H 3.093 0.336 -4.446  0.48
H 1.656 2.237 -5.118  0.46
H -0.326 2.816 -3.752  0.53
H -0.883 1.509 -1.770  0.33
H -3.610 -0.465 1.187  0.28
H -5.943 0.120 1.618  0.39
H -7.724 -0.608 0.066  0.38
H -7.135 -1.941 -1.935  0.39
H -4.796 -2.527 -2.384  0.37
H -1.472 -3.556 -3.315  0.46
H -1.232 -2.979 -5.709  0.45
H -1.807 -0.706 -6.491  0.42
H -2.658 0.972 -4.888  0.46
H -2.920 0.389 -2.511  0.51
C -1.664 2.387 3.175  -1.66
C -0.187 2.098 3.149  0.59
O 0.225 1.325 2.282  0.17
C 0.716 2.717 4.119  0.67
C 2.097 2.529 4.014  0.20
C 2.953 3.113 4.928  -1.30
C 2.447 3.889 5.963  -0.41
C 1.077 4.084 6.078  -0.80
C 0.217 3.508 5.163  -0.57
H -2.135 1.875 2.341  0.22
H -1.854 3.458 3.101  0.44
H -2.106 2.037 4.109  0.42
H 2.519 1.944 3.203  0.54
H 4.021 2.971 4.828  0.46
H 3.120 4.345 6.677  0.42
H 0.679 4.691 6.881  0.41
H -0.845 3.678 5.268  0.44
C 5.292 3.186 -1.263  -0.69
O 5.034 1.825 -0.869  -0.25
C 4.025 1.505 -0.104  0.80
S 2.936 2.615 0.576  -0.55
S 3.850 -0.164 0.210  -0.59
H 6.220 3.493 -0.786  0.25
H 4.476 3.841 -0.970  0.40
H 5.410 3.180 -2.343  0.25
C 1.897 -1.216 4.275  -0.68
O 2.425 -0.828 3.000  -0.08
H 2.672 -1.171 5.039  0.30
H 1.475 -2.221 4.231  0.30
H 1.112 -0.507 4.523  0.18
H 3.174 -1.384 2.757  0.21

=====

Record 4
C44H55GeHfN7O6SSe2 as an isolated structure in a non-equilibrium geometry, computed with ωB97M-V/def2-TZVPD.

The calculation puts the energy relative to the best compared isomer or geometry (same formula, charge and spin) at 36.0 kcal/mol. The value obtained for the total energy is -9870.4209 Ha. The value obtained for the HOMO energy is -7.14 eV. The value obtained for the HOMO-LUMO gap is 0.24327 Eh. For the LUMO energy, the calculation gives -0.5 eV.

Last column: Mulliken charge in e.
Element x y z (Å)
Hf -1.284 -0.028 0.316  1.21
O -4.285 1.644 -2.121  -0.73
C -3.644 0.904 -1.402  0.47
O -2.463 1.154 -0.919  0.03
C -4.195 -0.471 -1.112  0.26
C -5.414 -0.892 -1.666  -0.89
C -5.729 -2.240 -1.599  -0.66
C -4.869 -3.052 -0.868  -0.57
C -3.757 -2.520 -0.245  -0.58
N -3.394 -1.238 -0.373  0.42
H -6.004 -0.135 -2.219  0.50
H -6.579 -2.659 -2.126  0.44
H -5.082 -4.116 -0.699  0.47
H -3.153 -3.103 0.423  0.52
C -2.512 -2.135 -3.523  -0.72
N -2.050 -0.773 -3.656  0.49
C -2.617 0.137 -4.517  -0.86
C -1.879 1.271 -4.488  -0.25
N -0.823 1.021 -3.592  0.84
C -0.954 -0.226 -3.072  -0.44
S 0.069 -1.021 -1.968  -0.30
C 0.239 1.913 -3.318  0.08
C 0.813 2.595 -4.384  -1.19
C 1.718 3.599 -4.107  -0.65
C 2.139 3.762 -2.816  -1.28
C 1.509 2.995 -1.820  -0.07
N 0.577 2.075 -2.049  0.85
H -3.594 -2.105 -3.298  0.25
H -1.957 -2.626 -2.734  -0.09
H -2.368 -2.704 -4.422  0.48
H -3.496 -0.116 -5.034  0.54
H -2.066 2.259 -4.929  0.45
H 0.383 2.481 -5.372  0.58
H 2.099 4.201 -4.883  0.51
H 2.837 4.541 -2.495  0.46
H 1.763 3.134 -0.772  0.35
O -3.663 -1.658 3.214  -0.71
Se -2.331 -0.791 2.981  1.24
O -1.623 -0.395 4.378  -0.70
O -2.651 0.434 1.861  -0.97
O -1.191 -1.459 1.862  -0.91
N 6.021 2.613 -2.474  -0.57
C 5.391 1.834 -1.948  -0.14
C 4.696 0.743 -1.362  -0.21
C 4.054 0.832 -0.047  -0.07
C 3.137 -0.386 0.282  1.48
N 3.105 -1.493 -0.594  0.00
C 3.854 -1.463 -1.616  -0.80
C 4.669 -0.388 -2.094  -0.95
H 3.750 1.791 0.357  0.66
H 1.953 -0.746 2.046  -0.21
H 3.857 -2.368 -2.216  0.56
H 5.132 -0.493 -3.091  0.45
C 5.508 -1.160 1.025  -2.13
C 4.389 -0.152 1.100  1.52
C 4.234 0.443 2.487  -1.92
C 3.309 1.324 2.907  0.24
C 3.429 1.930 4.295  -2.08
C 2.113 1.868 2.278  0.45
C 1.268 1.179 1.468  1.53
C 1.784 -0.216 1.075  0.43
N -0.043 1.494 1.120  1.10
C -0.591 2.791 1.665  2.59
C -0.681 2.779 3.183  -1.27
C -1.053 4.152 3.712  0.45
C -2.483 4.407 3.310  -1.27
C -2.501 4.435 1.780  0.22
C -1.685 5.609 1.263  -1.49
C -0.280 5.351 1.670  0.02
C -0.105 5.245 3.179  -1.24
C 0.164 4.003 1.106  -1.65
C -2.010 3.103 1.163  -2.15
H 6.367 -0.774 1.562  0.54
H 5.806 -1.434 -0.008  0.29
H 5.196 -2.058 1.579  0.33
H 5.002 0.175 3.218  0.29
H 4.262 1.468 4.839  0.47
H 2.526 1.732 4.865  0.32
H 3.549 3.027 4.320  0.30
H 1.817 2.788 2.749  0.15
H 1.073 -0.816 0.485  -1.31
H 0.273 2.469 3.603  -0.03
H -1.393 2.015 3.434  0.50
H -1.004 4.092 4.837  0.22
H -2.865 5.370 3.643  0.58
H -3.101 3.603 3.708  0.54
H -3.503 4.671 1.471  0.25
H -2.071 6.524 1.707  0.59
H -1.769 5.662 0.183  0.47
H 0.411 6.100 1.267  0.37
H -0.335 6.199 3.632  0.55
H 0.931 4.953 3.383  0.45
H 1.245 3.904 1.231  0.75
H -0.021 4.003 0.050  0.05
H -1.953 3.193 0.067  0.01
H -2.717 2.332 1.459  0.68
C -1.273 -5.226 -2.248  -0.92
Ge -0.531 -6.416 -0.920  0.61
C -1.816 -7.751 -0.428  -1.23
C 1.117 -7.297 -1.445  -1.25
C -0.260 -5.263 0.603  -1.14
Se 1.012 -3.911 0.110  -0.01
C 1.892 -3.593 1.834  -0.31
H -1.469 -5.743 -3.149  0.45
H -0.549 -4.442 -2.452  0.31
H -2.168 -4.729 -1.865  0.01
H -2.083 -8.314 -1.344  0.36
H -2.684 -7.272 0.007  0.36
H -1.420 -8.444 0.320  0.35
H 1.875 -7.232 -0.653  0.39
H 1.590 -6.807 -2.280  0.38
H 0.987 -8.363 -1.715  0.38
H 0.112 -5.866 1.394  0.60
H -1.153 -4.791 0.979  0.41
H 2.078 -4.471 2.394  0.63
H 1.278 -2.897 2.475  0.08
H 2.839 -3.089 1.629  -0.26

=====

> Number 2 is which compound?

C22H22ClN5O4S2